Record 1
A structure of composition C31H28BrF2N3O5Pd, computed with the ωB97M-V functional and the def2-TZVPD basis.

XYZ file:
```
71
Properties=species:S:1:pos:R:3:forces:R:3:lowdin_charge:R:1
Pd 0.262900 1.524488 -3.549946 -0.01 0.10 0.14 1.08
F 1.545620 2.428339 3.145416 0.01 0.00 -0.02 0.09
C 0.868455 1.435122 2.544442 -0.02 0.00 0.02 -0.18
C 0.526564 1.578350 1.231631 -0.02 -0.01 -0.03 0.10
C -0.233418 0.592334 0.595208 -0.03 0.03 -0.02 -0.06
C -0.594063 0.761842 -0.812314 0.10 -0.05 0.02 -0.29
O -0.218867 1.806595 -1.406484 0.06 -0.07 -0.05 -0.04
C -1.353329 -0.291955 -1.387972 -0.02 0.03 0.02 -0.03
C -1.724311 -1.353706 -0.602957 0.01 -0.02 0.05 0.05
N -1.362303 -1.527015 0.674504 -0.04 0.01 0.00 0.03
C -1.827580 -2.684233 1.417251 0.01 -0.05 0.00 -0.25
C -0.847267 -3.777023 1.737257 0.00 0.00 0.02 -0.08
C -1.930534 -4.006401 0.727496 0.01 0.04 -0.02 -0.07
C -0.614072 -0.545531 1.314509 0.02 0.01 0.02 -0.11
C -0.226109 -0.684571 2.653190 0.00 -0.02 -0.02 0.07
C 0.508584 0.298821 3.291586 -0.02 0.05 0.00 -0.14
N 0.855026 0.122310 4.654228 0.02 -0.05 -0.01 -0.10
C -0.223569 0.031529 5.630117 -0.02 0.01 0.01 -0.12
C 0.162769 -1.022922 6.677806 0.00 0.00 -0.01 -0.07
N 1.665949 -1.130739 6.697681 0.01 0.00 0.01 0.06
C 2.303267 0.224163 6.605483 0.00 0.00 0.00 -0.07
C 2.015666 0.811469 5.212878 0.01 0.01 0.01 -0.13
C -1.874586 -0.352833 -2.802147 0.02 0.00 -0.06 -0.55
O -2.861112 -1.016317 -3.038680 -0.03 -0.03 0.00 0.10
O -1.231232 0.267245 -3.758130 0.02 0.11 0.05 -0.14
H 0.818592 2.464996 0.685122 0.00 0.01 0.01 0.15
H -2.357684 -2.118554 -1.030170 0.00 0.00 -0.02 0.15
H -2.584963 -2.437659 2.151164 0.00 0.01 0.00 0.16
H -0.918551 -4.261420 2.701165 0.00 0.00 0.00 0.11
H 0.156019 -3.658923 1.347821 -0.01 0.00 0.00 0.11
H -2.771757 -4.629461 0.992019 0.00 0.00 0.00 0.12
H -1.623782 -4.066325 -0.306801 0.00 -0.02 -0.01 0.07
H -0.486018 -1.581379 3.197522 0.00 0.01 0.00 0.12
H -1.149018 -0.263597 5.143464 0.00 0.00 0.01 0.13
H -0.402639 1.000903 6.110089 0.00 0.00 -0.01 0.14
H -0.221892 -2.011732 6.436685 0.00 0.00 0.00 0.14
H -0.158889 -0.749736 7.680652 0.00 0.00 0.00 0.14
H 1.958263 -1.677569 5.886119 0.00 0.00 0.00 0.18
H 1.976391 -1.623620 7.535166 0.00 0.00 0.00 0.19
H 3.369091 0.120061 6.792319 0.00 0.00 0.00 0.14
H 1.866899 0.820464 7.404485 0.00 0.00 0.00 0.14
H 2.866862 0.659934 4.550838 0.00 0.00 0.00 0.14
H 1.868613 1.886892 5.330761 0.00 0.00 0.00 0.13
F -3.505317 0.398915 -6.913833 -0.02 -0.01 -0.02 0.18
C -2.796559 1.258349 -6.232193 0.02 0.02 0.03 -0.21
C -1.516388 1.561874 -6.686982 -0.02 -0.02 -0.01 0.04
C -0.770413 2.440200 -5.947008 0.00 0.02 0.05 0.01
C -1.309572 3.002139 -4.734547 0.24 0.10 0.06 -0.31
C -0.478178 3.745998 -3.909467 -0.19 -0.18 -0.11 0.15
C -2.657248 2.693072 -4.349690 0.01 -0.01 -0.04 0.02
C -3.397039 1.838533 -5.096512 0.00 0.00 -0.01 0.05
H -1.152283 1.106770 -7.596980 0.00 0.00 0.00 0.14
H 0.215635 2.750419 -6.272464 0.00 0.00 0.00 0.14
H -0.833165 4.117617 -2.955385 -0.02 0.00 -0.01 0.11
H 0.492777 4.086899 -4.243380 0.00 0.02 0.01 0.10
H -3.056708 3.137252 -3.447166 0.00 0.00 0.00 0.14
H -4.408996 1.557407 -4.841513 0.00 0.00 0.00 0.15
Br 0.741676 -3.806201 -2.232607 -0.01 -0.01 0.00 0.84
C 1.481594 -2.086687 -2.462852 -0.03 -0.04 -0.05 -0.67
C 1.454175 -1.490105 -3.701405 0.00 0.02 -0.07 -0.09
C 1.951941 -0.185136 -3.838256 -0.11 -0.11 -0.10 -0.08
C 2.455328 0.491002 -2.719394 0.02 0.03 0.16 -0.16
C 2.529064 -0.161450 -1.486501 0.00 0.01 -0.02 0.00
C 2.044069 -1.443184 -1.359272 0.04 0.03 0.07 -0.10
C 2.831857 1.945318 -2.812711 0.11 0.00 0.02 -0.57
O 3.827115 2.407074 -2.329962 -0.05 -0.02 -0.03 0.15
O 1.899009 2.635186 -3.449667 -0.09 0.06 -0.07 -0.15
H 1.055569 -2.015841 -4.557846 0.00 0.00 0.00 0.12
H 2.057482 0.245577 -4.830670 0.01 -0.01 -0.01 0.13
H 2.959989 0.364057 -0.644265 0.00 0.00 0.00 0.13
H 2.086594 -1.957695 -0.407974 0.00 0.01 0.00 0.11
```
Positions in Å, forces in eV/Å.

Calculated values
Total charge: +2
Frontier orbital gap (spin up / spin down) in eV: 6.404 / 6.404
E_HOMO (spin up / spin down) in eV: -13.41 / -13.41

Record 2
A structure of composition C46H112CaN7O14 in a non-equilibrium geometry, computed with the ωB97M-V functional and the def2-TZVPD basis.

XYZ file:
```
180
Properties=species:S:1:pos:R:3:forces:R:3:lowdin_charge:R:1
Ca 0.037384 -3.284237 -0.871432 -0.07 2.35 0.19 1.50
C 0.117253 0.413925 -0.149389 -0.83 -0.59 -0.39 -0.31
O 0.048427 -0.928194 -0.511621 0.32 -1.30 -0.52 -0.48
H -0.381953 1.089066 -0.867543 0.02 -0.08 -0.28 0.05
H -0.474786 0.566104 0.764539 0.49 0.32 0.40 0.04
H 1.142524 0.799383 -0.075234 0.09 -0.01 0.41 0.04
C -0.751007 4.332896 0.552749 -0.73 0.29 -0.72 -0.03
C 0.142316 4.522758 1.792554 0.10 -0.97 -0.83 -0.50
C 1.602117 4.140126 1.472889 0.64 0.97 0.14 -0.14
C 2.301404 5.194717 0.584192 -0.90 -0.31 0.35 -0.17
C 2.215551 6.565917 1.235426 -0.02 -0.56 0.12 -0.14
C 0.751202 6.975647 1.570721 1.40 1.32 0.40 -0.50
N 0.129448 5.886821 2.303973 1.35 -0.18 0.48 -0.11
O -1.080557 6.236725 2.921405 -0.58 0.08 -0.46 0.00
C 0.963975 8.169054 2.523964 -0.75 0.79 0.43 -0.05
C 0.039837 7.528355 0.331734 -1.11 -0.17 -0.05 -0.02
C -0.306793 3.577912 2.897229 -0.59 0.20 0.83 -0.05
H -1.147744 3.329002 0.375036 0.01 -0.12 0.64 0.07
H -0.320384 4.557870 -0.427991 0.54 0.24 0.30 0.07
H -1.585742 5.034740 0.630868 -0.23 -0.29 0.10 0.09
H 2.095069 4.064579 2.448434 0.26 0.13 -0.07 0.12
H 1.732056 3.163200 1.002860 -0.63 -0.11 -0.06 0.10
H 1.722738 5.234614 -0.343098 0.34 -0.08 -0.27 0.10
H 3.320577 4.872994 0.373295 0.05 0.17 -0.10 0.11
H 2.682928 7.338384 0.623295 -0.20 0.02 -0.15 0.12
H 2.795009 6.551469 2.162111 -0.12 -0.08 0.11 0.12
H 1.543056 7.971409 3.428255 0.26 -0.40 -0.26 0.09
H 1.428652 8.995725 1.982678 0.27 -0.18 -0.05 0.09
H 0.044442 8.626581 2.907676 -0.25 -0.32 -0.29 0.08
H -0.855032 8.094053 0.611366 -0.07 -0.24 0.24 0.09
H 0.606478 8.259977 -0.243920 0.46 -0.32 0.06 0.09
H -0.313579 6.720808 -0.307693 0.21 0.14 -0.25 0.06
H -1.371972 3.683493 3.117769 -0.04 -0.08 -0.25 0.07
H 0.185389 3.831383 3.840683 0.23 0.03 -0.11 0.09
H -0.091804 2.529594 2.686164 0.02 0.04 -0.32 0.06
H -0.823871 6.560945 3.792095 0.04 -0.13 -0.03 0.11
C -9.297486 -0.840591 0.771126 -0.61 0.49 -0.71 -0.10
O -8.917619 0.218766 -0.109319 0.32 0.01 0.84 -0.18
C -7.548014 0.552583 0.016810 -0.02 0.10 0.28 -0.23
C -6.625488 -0.505242 -0.588250 0.69 1.17 -0.58 -0.18
N -5.206899 -0.156335 -0.436307 0.00 -0.94 -0.29 -0.06
C -4.731546 1.076680 -1.025214 0.48 0.40 0.92 -0.22
C -4.670733 1.040302 -2.543191 0.49 0.39 0.35 -0.20
O -4.417294 2.324353 -3.081463 -0.45 0.21 -0.35 -0.17
C -3.073025 2.709946 -2.989880 0.43 0.06 0.99 -0.11
H -8.780022 -0.813761 1.731440 0.34 -0.05 -0.11 0.08
H -9.177391 -1.781737 0.233117 0.08 -0.29 0.39 0.08
H -10.354992 -0.690312 0.989151 -0.04 -0.13 -0.09 0.09
H -7.227386 0.693959 1.060728 -0.33 -0.35 0.24 0.12
H -7.436405 1.566797 -0.369844 0.07 -0.27 -0.66 0.12
H -6.782271 -0.605538 -1.664030 -0.48 0.00 -0.01 0.11
H -6.853801 -1.480080 -0.161027 0.26 -0.04 0.22 0.10
H -4.842171 -0.326914 0.490923 -0.22 0.26 0.28 0.06
H -3.712335 1.257082 -0.664246 0.04 -0.38 0.07 0.11
H -5.234159 1.977483 -0.644419 -0.45 0.01 -0.49 0.12
H -5.615525 0.660217 -2.928052 0.14 0.10 -0.39 0.12
H -3.811308 0.420164 -2.830822 -0.37 -0.50 -0.11 0.11
H -2.397642 2.071864 -3.567534 -0.11 -0.02 -0.37 0.07
H -2.702210 2.657038 -1.956870 -0.08 -0.07 0.06 0.07
H -2.956910 3.758054 -3.254296 -0.23 -0.07 -0.43 0.10
C 3.162208 1.106635 -2.430003 1.38 -0.12 -0.71 -0.09
O 3.821478 0.654901 -3.616661 -0.63 0.01 -0.36 -0.23
C 5.095780 0.065776 -3.364687 -0.57 0.95 -0.31 -0.21
C 5.353049 -0.952806 -4.464536 0.83 0.29 1.10 -0.21
N 6.775485 -1.301881 -4.540573 -0.29 -0.57 -1.04 -0.04
C 6.898292 -2.372920 -5.536617 0.07 -0.38 -0.43 -0.23
C 8.345033 -2.611267 -5.933391 0.06 0.13 1.24 -0.23
O 9.012007 -1.378288 -6.159749 -0.09 -0.23 -0.32 -0.19
C 10.408631 -1.602384 -6.158598 0.15 -0.61 0.61 -0.11
H 3.861991 1.765019 -1.900808 -0.04 -0.35 0.54 0.09
H 2.925524 0.168232 -1.923827 -0.54 0.54 0.83 0.08
H 2.333458 1.767917 -2.672181 -0.36 -0.55 -0.24 0.09
H 5.105105 -0.390207 -2.368681 0.14 -0.10 -0.01 0.11
H 5.794821 0.908471 -3.381304 0.47 -0.32 0.08 0.13
H 4.919660 -0.596075 -5.401539 -0.05 -0.05 -0.09 0.13
H 4.864289 -1.868251 -4.126085 -0.31 -0.08 -0.44 0.09
H 7.379625 -0.566274 -4.898165 -0.38 0.38 0.25 0.11
H 6.311145 -2.244325 -6.458871 -0.15 0.59 0.11 0.12
H 6.494242 -3.294447 -5.104186 0.18 -0.09 0.04 0.11
H 8.458392 -3.282643 -6.785091 -0.17 -0.01 -0.17 0.13
H 8.790145 -3.101023 -5.058125 0.37 -0.04 -0.07 0.12
H 10.960187 -0.734289 -6.504573 -0.24 0.08 -0.18 0.09
H 10.657321 -2.500528 -6.734284 0.05 0.26 -0.39 0.09
H 10.741936 -1.848629 -5.141073 -0.01 0.22 0.06 0.09
C -4.320686 2.029031 4.745970 0.33 0.93 0.00 -0.11
O -3.722464 0.777852 4.983061 -0.56 0.03 -0.13 -0.19
C -2.654991 0.481517 4.095568 -0.47 -0.29 0.17 -0.20
C -3.147029 0.306128 2.645468 0.10 0.57 0.04 -0.19
N -4.288747 -0.574851 2.507684 0.36 0.19 -0.24 -0.06
C -4.043904 -1.995686 2.601541 -0.38 0.42 0.28 -0.20
C -5.403612 -2.682801 2.669537 0.56 -1.26 -0.94 -0.24
O -6.275760 -2.115506 3.589774 0.79 0.22 0.66 -0.17
C -7.457611 -2.810008 3.897672 -0.51 0.26 -0.49 -0.09
H -3.515538 2.773583 4.679245 -0.20 0.19 -0.08 0.09
H -4.977679 2.328061 5.561921 0.18 -0.41 0.26 0.09
H -4.938316 2.120142 3.843935 0.19 -0.40 -0.16 0.08
H -2.276630 -0.437295 4.547142 0.32 -0.13 -0.44 0.11
H -1.881303 1.255136 4.159378 0.05 0.05 -0.10 0.11
H -2.319722 0.046221 1.978325 -0.03 -0.31 0.08 0.11
H -3.513693 1.264780 2.261758 0.33 0.19 0.20 0.11
H -4.956937 -0.265382 3.207129 -0.16 -0.47 -0.03 0.11
H -3.336990 -2.263857 3.402867 -0.42 -0.08 0.41 0.12
H -3.542003 -2.373951 1.704840 -0.15 0.29 -0.19 0.08
H -5.176473 -3.751659 2.804272 -0.38 -0.12 0.71 0.12
H -5.834206 -2.692108 1.659839 -0.20 0.46 -0.12 0.11
H -8.141451 -2.773770 3.040691 0.00 -0.21 -0.04 0.08
H -7.939571 -2.255465 4.700291 0.09 -0.11 0.11 0.10
H -7.317048 -3.852195 4.192711 0.28 0.01 0.03 0.09
C 6.360145 -0.945468 1.462943 -0.12 0.79 0.55 -0.09
O 4.984446 -0.862453 1.772388 -0.69 -1.23 -0.16 -0.22
C 4.465464 0.431795 1.917770 -0.03 0.82 -0.27 -0.22
C 3.033103 0.458433 2.456158 1.08 -0.69 -0.48 -0.20
N 2.933188 0.107466 3.866940 -1.29 0.45 -0.29 -0.01
C 1.556664 0.373907 4.276145 -1.27 -0.91 1.17 -0.22
C 1.145279 -0.587255 5.410962 0.02 1.14 0.84 -0.22
O 1.424135 -1.931802 5.126420 -0.07 -0.05 -0.60 -0.22
C 1.107573 -2.832013 6.158647 0.27 -1.04 -0.32 -0.11
H 6.688042 -1.977817 1.360584 -0.38 -0.12 0.05 0.09
H 6.882453 -0.504493 2.319485 0.47 0.07 -0.34 0.09
H 6.586040 -0.415392 0.532194 0.12 0.11 0.07 0.09
H 4.425403 0.943944 0.944616 0.16 -0.10 -0.17 0.12
H 5.138704 1.028346 2.544275 -0.14 0.02 0.22 0.13
H 2.409823 -0.204617 1.840693 0.01 -0.01 -0.07 0.09
H 2.644007 1.454635 2.244428 0.05 0.16 0.45 0.10
H 3.014052 -0.898963 3.983279 0.46 0.04 -0.24 0.10
H 0.742213 0.275880 3.537134 0.60 -0.34 -0.76 0.10
H 1.358029 1.384729 4.644568 0.60 0.10 0.14 0.12
H 0.071753 -0.489038 5.625433 0.06 0.20 -0.07 0.11
H 1.686872 -0.268425 6.314324 -0.01 -0.23 0.05 0.13
H 1.813360 -2.791770 6.989552 -0.04 0.29 0.12 0.09
H 1.210801 -3.819947 5.702886 0.15 -0.06 0.10 0.08
H 0.079444 -2.821624 6.531074 -0.08 0.66 -0.05 0.09
C -2.306178 -4.633302 1.230479 -0.73 -0.06 -0.10 -0.10
O -1.226803 -3.707668 1.200728 0.66 -0.81 0.59 -0.29
C -0.331686 -4.032160 2.299907 0.88 0.00 -0.93 -0.16
C 1.023098 -3.334062 2.124239 -0.12 0.14 0.63 -0.17
N 1.657645 -3.573675 0.823457 -0.03 -1.14 0.12 -0.18
C 2.844049 -2.762024 0.577833 1.04 0.00 -0.07 -0.19
C 3.596510 -3.228193 -0.658955 -0.81 1.02 -1.20 -0.16
O 2.580901 -3.498689 -1.641778 -0.18 -0.96 0.08 -0.29
C 3.035417 -4.191243 -2.801782 0.10 0.67 -0.02 -0.07
H -1.994697 -5.675287 1.099595 0.30 0.09 0.09 0.10
H -2.995410 -4.404251 0.420269 0.08 0.17 0.03 0.08
H -2.842812 -4.549763 2.179300 0.03 -0.05 -0.01 0.09
H -0.123539 -5.108541 2.287191 -0.29 -0.13 -0.09 0.13
H -0.788382 -3.805978 3.262867 -0.03 0.28 -0.02 0.13
H 1.681418 -3.732919 2.902924 -0.14 0.31 0.29 0.13
H 0.907827 -2.260857 2.278188 0.10 0.04 -0.11 0.12
H 1.979595 -4.542779 0.793328 -0.19 -0.03 0.16 0.14
H 3.622315 -2.863369 1.342469 -0.52 0.50 0.54 0.13
H 2.502478 -1.735220 0.454813 0.21 0.03 0.08 0.10
H 4.318077 -4.037135 -0.510801 -0.52 -0.48 0.09 0.13
H 4.184634 -2.410872 -1.090748 0.18 0.16 0.44 0.12
H 2.155026 -4.433595 -3.393895 0.02 -0.24 0.07 0.09
H 3.625244 -5.068521 -2.534164 -0.14 -0.14 -0.02 0.10
H 3.649689 -3.524362 -3.412873 0.14 -0.05 0.02 0.07
C -3.511174 -2.618934 -1.497972 0.26 0.78 -0.10 -0.06
O -2.240917 -3.245560 -1.683990 -0.02 -0.96 0.42 -0.34
C -2.047945 -3.753891 -2.997941 0.53 0.82 -0.81 -0.19
C -1.271538 -2.679185 -3.783247 -1.31 -0.20 -0.66 -0.19
N -0.005385 -2.384235 -3.108841 0.51 1.04 -0.89 -0.15
C 1.026267 -1.749042 -4.008829 -1.15 -0.32 -0.14 -0.15
C 0.608753 -0.359858 -4.478278 0.25 0.00 -1.15 -0.19
O -0.351943 -0.471798 -5.526189 -0.08 -0.60 0.37 -0.21
C -0.765407 0.731728 -6.121524 -0.49 0.06 -0.78 -0.10
H -4.344577 -3.309757 -1.635260 0.11 -0.15 0.05 0.11
H -3.602170 -1.788145 -2.198539 -0.15 -0.06 -0.06 0.08
H -3.525249 -2.161076 -0.514521 0.01 -0.17 0.07 0.07
H -3.002687 -4.011832 -3.458874 0.00 0.07 -0.04 0.13
H -1.446870 -4.671509 -2.964579 -0.03 -0.03 0.24 0.12
H -1.892204 -1.781188 -3.873295 -0.06 0.03 0.35 0.12
H -1.204922 -2.943271 -4.842052 0.65 -0.40 0.15 0.13
H -0.213912 -1.546187 -2.554453 -0.07 -0.26 0.85 0.06
H 1.129287 -2.379694 -4.893717 0.20 0.01 -0.02 0.13
H 1.980125 -1.688139 -3.491245 -0.05 0.01 0.17 0.10
H 1.511731 0.088335 -4.906859 0.04 0.39 0.36 0.12
H 0.160258 0.263683 -3.698788 0.38 0.01 0.35 0.13
H -0.188067 0.982519 -7.016506 0.47 0.05 0.25 0.09
H -0.803780 1.593850 -5.455434 0.17 -0.07 0.26 0.08
H -1.770492 0.568387 -6.516143 -0.10 -0.03 0.25 0.09
```
Positions in Å, forces in eV/Å.

Calculated values
Total charge: +1
Frontier orbital gap in eV: 7.067
E_HOMO in eV: -9.73